5 unconnected molecules or ions with the total composition C16H37BN5O10 in a non-equilibrium geometry, computed with ωB97M-V with the def2-TZVPD basis set.

Geometry (Å):
1 C 0.951 0.156 1.991
2 C 0.809 1.347 1.051
3 C -0.574 1.552 0.357
4 B -0.255 2.608 -0.779
5 C 0.735 2.234 -1.949
6 O -0.777 3.899 -0.762
7 C -1.566 2.047 1.430
8 C -3.063 1.955 1.100
9 C -3.824 2.081 2.435
10 C -3.530 3.087 0.181
11 N -3.445 0.634 0.498
12 O -4.312 0.695 -0.436
13 C -2.368 -0.374 0.316
14 C -2.865 -1.456 -0.653
15 C -2.094 -1.100 1.640
16 C -1.115 0.244 -0.305
17 H 0.332 0.247 2.883
18 H 0.702 -0.787 1.508
19 H 1.984 0.082 2.332
20 H 0.973 2.247 1.653
21 H 1.604 1.291 0.309
22 H 0.569 2.817 -2.850
23 H 1.738 2.500 -1.597
24 H 0.760 1.165 -2.159
25 H -0.074 4.553 -0.746
26 H -1.377 3.107 1.616
27 H -1.365 1.549 2.379
28 H -4.868 2.338 2.276
29 H -3.771 1.136 2.976
30 H -3.369 2.846 3.065
31 H -3.217 2.943 -0.849
32 H -3.058 4.004 0.531
33 H -4.605 3.207 0.244
34 H -3.829 -1.849 -0.346
35 H -2.133 -2.266 -0.635
36 H -2.903 -1.094 -1.677
37 H -3.002 -1.646 1.901
38 H -1.276 -1.800 1.499
39 H -1.897 -0.416 2.462
40 H -1.329 0.436 -1.358
41 H -0.342 -0.524 -0.274
42 C 1.687 5.732 -4.261
43 N 2.913 5.334 -3.513
44 O 3.778 6.166 -3.354
45 O 2.953 4.190 -3.110
46 H 1.789 6.770 -4.555
47 H 1.609 5.078 -5.124
48 H 0.840 5.585 -3.598
49 C 2.551 -2.277 -2.608
50 N 1.219 -2.448 -1.971
51 O 1.088 -2.078 -0.820
52 O 0.343 -2.945 -2.639
53 H 3.216 -1.826 -1.881
54 H 2.898 -3.262 -2.899
55 H 2.413 -1.637 -3.475
56 C 4.539 -5.258 0.798
57 N 3.943 -4.796 -0.485
58 O 2.751 -4.570 -0.512
59 O 4.691 -4.670 -1.432
60 H 3.752 -5.317 1.539
61 H 4.989 -6.228 0.611
62 H 5.299 -4.534 1.077
63 C -0.117 -4.241 2.668
64 N 0.734 -5.218 3.402
65 O 1.919 -5.256 3.136
66 O 0.186 -5.914 4.224
67 H 0.511 -3.695 1.971
68 H -0.885 -4.805 2.148
69 H -0.561 -3.579 3.406

Forces on atoms 1 to 3 (eV/Å):
C 0.03 -0.11 0.10
C -0.28 0.14 0.18
C -0.58 -0.31 0.21

The HOMO-LUMO gap (spin up / spin down) is 7.697 / 9.012 eV. Its expectation value of S² is 0.75. The spin multiplicity is 2. Its HOMO energy (spin up / spin down) is -0.2827 / -0.3311 Ha.

Atom charges from the natural (NBO) analysis, given in e for atoms 1 to 2: atom 1 (C): -0.61, atom 2 (C): -0.38